(1)
Here is a cluster of 4 separate species, C5H11N in total from the OMol25 dataset. Energies are from ωB97M-V with the def2-TZVPD basis set.

```
17
Properties=species:S:1:pos:R:3:forces:R:3
C 1.1960 0.2050 -1.8626 -0.07 -0.18 -0.17
C -0.0449 -0.3691 -1.9517 0.20 0.00 -0.14
N -1.0873 -0.0950 -0.1161 -0.03 0.28 0.19
C -0.8160 1.0100 0.5169 -0.18 -0.23 -0.08
C -0.1376 -0.1697 1.0228 0.16 -0.09 0.11
C -0.5194 -0.9703 2.2390 -0.05 -0.01 0.05
H 0.9537 1.3395 -0.7032 -0.12 0.07 0.08
H 2.0304 -0.3681 -1.4626 -0.12 0.12 -0.10
H 1.4639 1.0597 -2.4767 -0.10 -0.06 0.11
H -0.8320 0.1160 -2.5220 0.14 -0.12 0.04
H -0.1982 -1.4203 -1.7444 0.07 0.17 0.03
H 0.4292 1.6862 -0.1306 0.13 0.07 -0.03
H -1.4035 1.8965 0.7242 0.14 -0.07 -0.01
H 0.9245 -0.2267 0.7477 -0.17 0.00 0.00
H -0.1923 -0.4658 3.1553 -0.05 -0.09 -0.10
H -0.0404 -1.9550 2.2089 -0.11 0.11 0.02
H -1.6031 -1.1104 2.2821 0.13 0.04 0.03
```
Positions in Å, forces in eV/Å.

Its spin multiplicity is 1. The value obtained for the orbital gap is 10.29 eV. As for the energy above the lowest of the compared OMol25 structures with the same formula, charge and spin: 515.52 kJ/mol. The LUMO energy is 1.2 eV. The total energy comes out at -251.66618 Ha. As for the net charge: 0. The HOMO energy comes out at -0.336 Eh.

---

(2)
Here is a cluster of 3 separate species, C4H10N2O2 in total from the OMol25 dataset. Energies are from ωB97M-V with the def2-TZVPD basis set.

```
18
Properties=species:S:1:pos:R:3:forces:R:3
C -4.4365 0.3282 -0.4780 -1.66 -1.50 -0.77
C -0.9313 -0.0486 -0.5078 1.06 -0.72 -0.88
C -1.1199 -0.0093 1.8986 -3.29 -1.91 1.55
C -2.4332 -1.5593 0.6526 -2.31 -2.22 -0.16
N 1.8196 1.3518 -1.0853 -0.04 2.59 -0.63
N -1.5543 -0.6631 0.6628 1.74 1.73 -1.14
O -3.8742 1.3243 -0.2983 0.20 -0.05 0.21
O -5.0736 -0.6325 -0.7239 1.26 1.61 0.55
H -0.9120 -0.6801 -1.4262 0.31 -0.09 1.10
H -1.4686 0.7794 -0.8328 -1.57 1.67 -0.28
H 0.0247 0.4206 -0.2808 0.20 -0.92 -0.09
H -0.5589 -0.6950 2.5194 0.73 0.30 -0.13
H -0.8224 0.9632 1.7452 1.68 1.84 -0.54
H -2.0590 0.1678 2.4727 0.51 -0.42 -0.19
H -2.7174 -1.8796 -0.4064 0.79 0.43 0.84
H 2.7373 0.8834 -1.1784 -0.50 0.69 1.26
H 1.8257 1.8792 -1.9990 -0.47 -0.56 1.24
H 1.6739 2.1502 -0.3275 1.34 -2.49 -1.94
```
Positions in Å, forces in eV/Å.

Its spin multiplicity is 1. The value obtained for the orbital gap is 8.14 eV. As for the energy above the lowest of the compared OMol25 structures with the same formula, charge and spin: 409.89 kJ/mol. The LUMO energy is 0.5 eV. The total energy comes out at -418.30484 Ha. As for the net charge: 0. The HOMO energy comes out at -0.280 Eh.

---

(3)
Here is a structure of composition C8H21ClIOP2V from the OMol25 dataset. Energies are from ωB97M-V with the def2-TZVPD basis set.

```
35
Properties=species:S:1:pos:R:3:forces:R:3
C 0.7422 0.1803 -2.4896 -1.14 -2.16 -0.71
I 1.5922 2.4577 -1.0115 0.56 1.57 1.33
H 0.3449 0.1237 -1.4673 0.57 0.40 -0.30
H 1.4557 -0.6566 -2.6071 -0.57 0.10 -0.39
H -0.1611 0.0740 -3.1100 0.56 -0.39 -0.45
V -1.1393 -0.3404 2.1317 0.61 -1.25 -1.35
P 1.3689 -1.2077 0.9684 2.35 -1.44 0.74
C 3.0070 -0.6235 0.3325 -0.32 1.58 -0.50
C 1.9904 -1.4093 2.6839 -0.80 0.49 0.07
H 2.8987 -2.0239 2.6170 -0.36 0.17 0.30
H 2.7706 -3.1715 0.7831 -0.51 0.13 -0.08
H 1.2099 -1.8884 3.2968 0.57 0.11 0.19
H 1.0114 -3.6076 0.6680 0.38 -0.19 -0.36
H 3.2629 0.3223 0.8143 0.13 -0.01 -0.32
H 2.2466 -0.3932 3.0280 -0.07 -0.49 0.32
C 1.7955 -2.9125 0.3450 -1.69 -0.11 -0.23
H 3.7683 -1.3730 0.5823 -0.47 0.08 0.13
H 1.8827 -2.8617 -0.7526 -0.17 -0.27 0.44
H 2.9907 -0.5058 -0.7571 0.07 0.13 0.32
P -1.9937 0.6451 0.0872 -1.56 0.42 -1.35
C -1.9765 2.1436 -0.9421 1.12 0.63 0.19
C -3.2978 -0.1175 -0.9692 0.67 -1.02 0.67
H -3.2571 0.5679 2.2306 -0.49 0.53 0.04
H -3.8852 1.6427 0.8943 -0.35 -0.12 0.67
H -2.4874 2.2158 1.8313 -0.33 -0.13 0.37
C -3.0059 1.3242 1.4566 0.92 -0.21 0.27
H -3.6163 -1.0652 -0.5159 -0.18 0.17 -0.55
H -4.0994 0.6326 -0.9873 0.12 -0.47 -0.09
H -3.0230 2.3867 -1.1529 0.18 -0.08 0.13
H -1.4620 1.9494 -1.8898 -0.05 0.20 0.30
H -2.8567 -0.2436 -1.9715 -0.39 -0.18 0.37
H -1.5050 2.9641 -0.3971 0.05 0.04 -0.40
Cl -1.9229 -2.3838 2.3940 0.48 1.31 -0.18
O 1.9510 1.8865 -3.8253 -1.45 -1.78 1.68
C 1.4484 1.4057 -2.8476 1.54 2.26 -1.26
```
Positions in Å, forces in eV/Å.

Its spin multiplicity is 3. The value obtained for the orbital gap (alpha / beta) is 4.81 / 6.71 eV. The LUMO energy (alpha / beta) is -10.6 / -8.7 eV. The total energy comes out at -2776.54618 Ha. Its expectation value of S² is 2.265. As for the net charge: +2. The HOMO energy (alpha / beta) comes out at -0.567 / -0.567 Eh.